ORCA calculation (the ωB97M-V functional and the def2-TZVPD basis) on one molecule with the formula C4H7IN2OS in a non-equilibrium geometry.

The geometry in XYZ format:
```
16
Properties=species:S:1:pos:R:3:forces:R:3
H -0.427 0.362 2.080 -0.4980 -0.2861 1.1177
H 1.709 0.034 -1.437 0.4634 -0.1215 -1.1931
C -0.094 1.003 1.308 1.9196 -1.6319 -1.4623
N -1.387 -1.735 -0.313 0.2682 -0.1483 -0.3686
S -2.002 -0.669 -1.488 2.1568 1.0117 -0.1787
C 1.713 0.118 -0.384 -4.1243 0.5468 -0.2567
H -0.841 1.638 0.947 -0.9966 1.3717 0.1400
N -0.638 0.573 -1.093 -1.5675 -0.3094 -2.7850
O -3.284 -0.229 -1.022 -0.7300 0.5251 0.4146
H 2.023 1.068 -0.073 1.2007 0.9541 0.4477
C -0.339 -1.279 0.211 -0.5594 -1.0402 1.1571
C 0.146 0.097 0.018 2.1290 1.3702 -0.6519
H -0.149 0.740 -2.040 -0.7624 -0.5230 2.2655
H 0.865 1.474 1.597 -0.8002 0.0174 -0.0763
H 2.094 -0.736 0.039 1.7730 -1.4689 1.1949
I 0.610 -2.461 1.651 0.1277 -0.2675 0.2352
```
Positions in Å, forces in eV/Å.

Output
HOMO ... -9.54 eV
Molar mass ... 258.1 g/mol
Charge ... 0
ΔE to the lowest compared entry with this formula, charge and spin ... 4.1 kJ/mol
E_tot ... -1037.177194 hartree
Kohn-Sham gap ... 9.720 eV
Strongest force on any atom ... 4.17 eV/Å

ORCA calculation (the ωB97M-V functional and the def2-TZVPD basis) on C17H39AsIrO2S5Si3 as an isolated structure in a non-equilibrium geometry.

The geometry in XYZ format:
```
68
Properties=species:S:1:pos:R:3:forces:R:3
H -2.183 -2.695 2.588 0.0180 -0.0400 0.0284
H 1.848 -5.012 1.330 -0.0325 -0.0246 0.0147
H -4.387 -2.054 -1.158 0.0265 -0.0133 -0.0290
C -1.634 2.779 2.543 0.0015 0.2361 -0.0365
H -1.581 -1.215 -4.102 -0.0165 0.0018 -0.0309
C -3.448 -1.956 -0.614 -0.0567 0.0670 0.1127
C -1.606 -3.916 -2.199 0.0952 -0.1027 -0.0164
Si -1.515 1.050 1.907 0.0963 0.0551 0.1895
C 0.068 0.100 2.155 0.6563 -0.8900 -0.5121
H -3.396 -0.978 -0.137 -0.0460 -0.0159 0.0059
S 4.895 -4.354 0.149 0.1049 -0.1169 0.0161
H -0.921 3.460 2.077 -0.0112 0.0113 0.0545
H -0.805 -3.759 2.306 -0.0433 0.0246 0.0549
C 3.475 -3.549 -0.431 -0.1422 0.1518 -0.0428
C -1.169 -2.737 2.184 -0.2725 0.0281 -0.0414
S 2.254 -1.177 -1.114 0.4784 0.4378 0.5289
H 2.576 2.846 0.739 -0.0115 -0.0025 0.0198
C 5.858 -2.937 0.464 -0.0870 -0.0876 -0.0206
S 7.377 -2.981 1.027 0.1514 0.0069 0.0781
C 1.622 2.313 0.765 -0.1003 -0.0343 -0.1903
H -1.700 -0.947 4.813 0.0160 -0.0184 0.0370
C 1.474 2.329 3.844 -0.2391 0.1303 0.0562
C 1.203 -4.720 0.504 0.0174 0.0256 -0.0537
H -3.374 -2.735 0.141 0.0032 0.0110 0.0109
H -1.718 1.571 -1.711 0.0294 0.0226 -0.0071
H 0.705 -3.779 0.723 0.0407 -0.0258 0.0160
H 1.544 -3.405 3.452 -0.0087 0.0273 0.0138
O -1.382 1.032 0.233 0.0378 -0.2207 -0.0976
H -3.204 0.271 3.510 -0.0164 0.0188 -0.0296
H 3.321 -0.414 1.721 0.0196 -0.0177 0.0080
H -3.276 -1.746 -3.931 -0.0022 -0.0228 0.0369
H -2.745 -0.191 -3.234 -0.0244 -0.0032 -0.0220
H -3.933 0.699 1.970 0.0110 0.0065 0.0319
Ir 0.464 -0.464 0.194 -1.2503 1.0180 -0.8734
H -3.107 -0.855 2.157 -0.0347 0.0239 0.0312
H -1.470 2.807 3.623 -0.0490 -0.0079 -0.0211
C -0.663 -1.289 4.812 -0.0425 0.0515 0.1345
C -2.180 1.704 -0.735 0.1036 -0.0724 -0.0231
H -0.622 -2.227 5.372 -0.0133 0.0386 0.0048
H -1.223 -2.529 1.112 0.0331 -0.0517 0.0444
C -3.073 0.199 2.428 -0.1629 -0.1872 -0.0165
H -0.067 -0.551 5.355 -0.0061 -0.0451 0.0079
Si 1.572 1.255 2.321 0.2708 0.2428 0.3182
H -1.603 -4.481 -1.269 0.0218 0.0061 0.0143
H -2.231 2.770 -0.509 0.0116 0.0075 -0.0052
C 3.201 0.383 2.448 0.1059 -0.1299 0.0585
As -1.980 -2.089 -1.826 -0.1140 -0.1758 0.0525
H 0.812 3.044 0.742 0.0203 -0.0095 -0.0218
C 3.502 -2.198 -0.438 -0.2289 -0.4576 0.0096
H 0.466 -5.504 0.332 -0.0028 0.0075 0.0230
H 2.311 -1.875 3.878 -0.0170 -0.0630 0.0070
H 3.362 -0.042 3.439 0.0349 0.0416 -0.0161
H 1.184 1.751 4.725 0.0432 0.0128 -0.0158
O -0.592 -1.373 -1.224 -0.0794 -0.1567 0.0408
H -2.641 3.164 2.357 0.0220 0.0065 0.0218
H 2.163 -2.336 2.185 -0.0116 -0.0608 0.0232
H 2.470 2.741 4.028 -0.0166 -0.0320 -0.0061
C 1.655 -2.359 3.153 0.1784 -0.0043 0.0208
C -2.454 -1.217 -3.452 0.1705 0.1597 -0.0459
H 1.558 1.744 -0.174 0.0947 0.0952 0.0449
H 0.781 3.163 3.743 0.0294 0.0024 0.0429
H -3.194 1.297 -0.755 -0.0096 0.0062 0.0172
H -2.356 -4.320 -2.878 -0.0155 0.0054 0.0135
H 3.992 1.117 2.267 -0.0173 -0.0247 0.0112
S 2.163 -4.567 -1.019 0.0871 -0.0336 -0.0401
S 5.003 -1.475 0.093 -0.0440 0.1252 -0.1207
H -0.618 -3.958 -2.657 0.0144 -0.0287 0.0032
Si -0.018 -1.543 3.083 0.1812 0.0638 0.0763
```
Positions in Å, forces in eV/Å.

Output
HOMO (alpha / beta) ... -10.01 / -10.02 eV
Molar mass ... 787.2 g/mol
Charge ... +1
E_tot ... -6020.953850 hartree
Kohn-Sham gap (alpha / beta) ... 5.493 / 5.528 eV
Strongest force on any atom ... 1.83 eV/Å

ORCA calculation (the ωB97M-V functional and the def2-TZVPD basis) on one molecule with the formula C4H8S2Si in a non-equilibrium geometry.

The geometry in XYZ format:
```
15
Properties=species:S:1:pos:R:3:forces:R:3
H 0.515 -0.504 2.800 1.7128 0.0445 0.6640
H -1.970 1.422 -0.382 0.5105 -0.6331 1.9012
Si -0.041 0.000 0.474 -0.5370 1.9456 1.3474
H -0.823 -1.238 2.335 -1.7251 -0.8076 0.2892
H -1.261 2.381 0.890 0.3278 -1.5317 0.1215
S -0.606 -1.090 -1.269 -0.8514 -0.9294 -0.4107
C -1.501 1.285 0.683 0.1142 1.4012 -2.0051
H 0.477 -0.901 -3.450 -0.2040 -0.4153 0.4711
H 2.680 0.373 -2.548 -0.4278 -0.0584 -0.4837
H -2.262 1.004 1.409 -0.1145 -0.2142 -0.1620
C 1.702 0.071 -2.210 -0.2015 0.7229 3.7430
C 0.162 -1.096 1.999 -2.1983 2.7913 -1.3382
S 1.809 0.893 0.095 0.2251 -0.9163 -3.0825
C 0.614 -0.651 -2.385 1.5460 1.0510 -1.0961
H 0.509 -1.949 1.559 1.8232 -2.4505 0.0409
```
Positions in Å, forces in eV/Å.

Output
HOMO ... -8.64 eV
Molar mass ... 148.3 g/mol
Charge ... 0
ΔE to the lowest compared entry with this formula, charge and spin ... 288.7 kJ/mol
E_tot ... -1243.031413 hartree
Kohn-Sham gap ... 8.192 eV
Strongest force on any atom ... 3.82 eV/Å

ORCA calculation (the ωB97M-V functional and the def2-TZVPD basis) on a 3-piece molecular cluster, C2H6N2S overall in a non-equilibrium geometry.

The geometry in XYZ format:
```
11
Properties=species:S:1:pos:R:3:forces:R:3
C 0.557 -1.250 0.665 -2.8621 2.1145 -2.9006
N -0.264 0.222 -1.206 4.0246 0.6384 4.8885
H -1.678 1.449 -2.228 4.8030 -0.1044 0.5820
H 0.532 1.003 0.783 0.2601 1.0092 -0.6997
N -0.202 1.288 -2.019 -3.2493 2.7772 2.5514
S -0.848 -1.627 1.753 0.1341 1.1564 0.7736
H 1.482 -1.351 1.084 2.3424 -0.5573 1.4005
H 0.433 2.443 -1.160 -1.9357 -2.7090 -2.2524
H 0.387 -1.979 -0.152 0.5097 0.4999 0.3511
C 0.468 0.230 0.030 -4.0748 -3.8429 -4.2224
H -0.867 -0.428 2.452 0.0480 -0.9822 -0.4720
```
Positions in Å, forces in eV/Å.

Output
HOMO ... -8.71 eV
Molar mass ... 90.2 g/mol
Charge ... 0
ΔE to the lowest compared entry with this formula, charge and spin ... 688.0 kJ/mol
E_tot ... -587.241971 hartree
Kohn-Sham gap ... 8.244 eV
Strongest force on any atom ... 7.01 eV/Å